{"formula": "C15H14F2N2O3S", "method": "ωB97M-V/def2-TZVPD", "lumo_ev": 0.325, "e_above_lowest_ev": 2.149, "charge": 0, "smiles": "O=C(CO/N=C/c1ccccc1OC(F)F)NCc1cccs1", "symbols": ["O", "C", "C", "O", "N", "C", "C", "C", "C", "C", "C", "C", "O", "C", "F", "F", "N", "C", "C", "C", "C", "C", "S", "H", "H", "H", "H", "H", "H", "H", "H", "H", "H", "H", "H", "H", "H"], "xyz": [[-1.4117, -0.1522, -2.9266], [-1.0480, 0.9302, -2.5229], [0.2905, 1.5669, -2.9217], [1.0065, 1.9714, -1.7649], [1.1886, 0.8578, -0.9652], [1.8667, 0.9910, 0.0942], [2.1107, -0.1574, 0.9495], [3.0050, -0.0368, 2.0139], [3.3013, -1.1150, 2.8252], [2.7036, -2.3421, 2.5921], [1.7983, -2.4844, 1.5531], [1.5025, -1.4041, 0.7406], [0.5234, -1.5362, -0.2556], [0.8539, -2.1442, -1.3994], [1.0754, -3.4813, -1.2247], [2.0100, -1.6876, -1.9354], [-1.7559, 1.7121, -1.6869], [-2.9410, 1.2547, -0.9872], [-2.6744, 1.1567, 0.4793], [-1.7865, 0.3375, 1.1051], [-1.7290, 0.5517, 2.5004], [-2.5712, 1.5317, 2.9141], [-3.4503, 2.2214, 1.6078], [0.1344, 2.4747, -3.5078], [0.8703, 0.8403, -3.4996], [2.3144, 1.9400, 0.3963], [3.4779, 0.9181, 2.1915], [4.0016, -0.9993, 3.6385], [2.9357, -3.1895, 3.2186], [1.3190, -3.4328, 1.3646], [0.0383, -2.0139, -2.1267], [-1.3181, 2.5527, -1.3382], [-3.7683, 1.9453, -1.1781], [-3.1835, 0.2739, -1.4078], [-1.1934, -0.3894, 0.5823], [-1.0877, -0.0041, 3.1610], [-2.7388, 1.8965, 3.9079]], "forces_ev_per_a": [[-0.09, -0.43, -0.21], [0.44, 0.45, -0.05], [0.00, -0.50, -0.07], [0.56, 0.63, 0.71], [-0.42, -0.41, -0.61], [-0.01, 0.98, -0.42], [-0.13, -0.67, 0.14], [-0.15, -0.02, -0.18], [0.05, -0.05, 0.08], [-0.01, 0.09, -0.04], [-0.13, 0.00, -0.09], [0.03, 0.03, -0.08], [0.26, 0.03, 1.19], [-0.31, -0.48, -1.44], [-0.07, -0.19, 0.25], [0.20, 0.22, 0.10], [-0.23, 0.38, 0.10], [-0.04, -0.08, -0.15], [-0.24, 0.23, 0.32], [-0.19, 0.09, -0.15], [-0.02, 0.05, 0.14], [-0.25, 0.29, -0.12], [0.42, -0.50, -0.09], [0.02, -0.06, 0.06], [-0.14, 0.08, 0.08], [-0.06, 0.06, -0.12], [0.04, 0.11, 0.00], [0.06, 0.02, 0.06], [0.01, -0.07, 0.05], [-0.06, -0.03, -0.04], [0.26, 0.05, 0.34], [0.07, -0.15, -0.03], [0.01, -0.17, -0.04], [-0.07, 0.19, 0.05], [0.10, -0.12, -0.16], [0.10, -0.08, 0.16], [0.01, 0.03, 0.24]], "mulliken_charge": [-0.667, 0.633, -0.463, -0.465, 0.197, -0.668, 0.989, -0.918, -0.633, -0.505, -0.489, 0.429, -0.217, 0.357, -0.314, -0.302, -0.114, -0.908, 0.364, -0.279, -0.947, -0.350, -0.184, 0.373, 0.286, 0.309, 0.393, 0.412, 0.401, 0.454, 0.211, 0.301, 0.397, 0.331, 0.720, 0.429, 0.438]}

{"formula": "C2H2O2S2", "method": "ωB97M-V/def2-TZVPD", "lumo_ev": -0.992, "e_above_lowest_ev": 1.449, "charge": 0, "smiles": "O=C(S)C(O)=S", "symbols": ["O", "C", "S", "C", "O", "S", "H", "H"], "xyz": [[-1.5583, 0.6734, -0.2204], [-0.5032, 0.0307, -0.0928], [-0.6056, -1.3016, 1.1073], [0.7577, 0.4680, -0.7654], [1.7059, 0.5729, 0.1463], [0.9050, 0.2896, -2.4266], [-2.0752, -1.4017, 1.2168], [1.3737, 0.6685, 1.0348]], "forces_ev_per_a": [[2.40, -1.06, -0.44], [-5.10, 2.05, 0.27], [-1.08, -0.75, 0.00], [-0.05, -2.50, -1.62], [1.65, 0.80, -1.08], [0.02, 0.78, 2.67], [2.59, 0.67, -0.44], [-0.42, 0.01, 0.65]], "mulliken_charge": [-0.469, 0.393, -0.244, 0.348, -0.409, -0.191, 0.214, 0.358]}